Record 1
C3H5ClN2 | ωB97M-V/def2-TZVPD

Output
* F_max: 3.748 eV Å⁻¹
* HOMO-LUMO gap (spin up / spin down): 7.8977 / 6.5481 eV
* 2S+1: 3
* lowest unoccupied orbital energy (spin up / spin down): 1.0 / -2.1 eV
* total charge: 0

Each line ends with the Löwdin charge.
Positions of all 11 atoms, in Å:
1 C 0.258 0.738 0.270  -0.146
2 C 1.925 0.562 -3.026  -0.462
3 C -0.656 -0.317 0.873  -0.163
4 N 0.720 0.331 -0.874  -0.082
5 N 1.704 0.911 -1.745  -0.146
6 Cl 3.157 1.629 -3.672  0.560
7 H -0.100 -0.490 1.830  0.075
8 H -1.679 0.045 0.841  0.054
9 H -0.838 -1.299 0.260  0.082
10 H 0.305 -0.596 -1.269  0.169
11 H 2.310 1.619 -1.475  0.060

Record 2
C3H5ClNO2 | ωB97M-V/def2-TZVPD

Output
* F_max: 3.890 eV Å⁻¹
* HOMO-LUMO gap (spin up / spin down): 9.0583 / 9.0572 eV
* lowest unoccupied orbital energy (spin up / spin down): -4.6 / -4.6 eV
* total charge: +1

Each line ends with the Löwdin charge.
Positions of all 12 atoms, in Å:
1 C -0.812 0.801 -0.501  -0.151
2 C 0.042 0.008 0.172  -0.102
3 C -0.495 -0.774 2.333  -0.640
4 N 1.208 -0.467 -0.661  0.164
5 O -1.316 -0.063 2.771  0.154
6 O -0.426 1.130 -1.809  0.001
7 Cl 0.373 -2.185 2.501  0.849
8 H -1.784 1.207 -0.267  0.130
9 H 1.777 0.442 -0.819  0.208
10 H 0.774 -0.642 -1.541  0.128
11 H 1.754 -1.205 -0.154  0.171
12 H -1.097 1.748 -2.026  0.088

Record 3
C3H5ClO | ωB97M-V/def2-TZVPD

Output
* F_max: 6.192 eV Å⁻¹
* HOMO-LUMO gap: 10.4864 eV
* structure (SMILES): C[C@@H](Cl)C=O
* lowest unoccupied orbital energy: -0.2 eV
* total charge: 0

Each line ends with the Löwdin charge.
Positions of all 10 atoms, in Å:
1 C -0.021 1.149 -0.235  -0.105
2 C -0.353 -0.233 0.365  -0.496
3 Cl -2.256 -0.718 -0.204  0.365
4 C 0.604 -1.174 -0.076  -0.340
5 O 1.793 -1.033 -0.252  0.089
6 H -0.515 2.104 0.085  0.094
7 H 0.872 1.267 0.408  0.082
8 H 0.376 1.154 -1.307  0.118
9 H -0.574 -0.371 1.368  0.077
10 H 0.074 -2.145 -0.154  0.117

Record 4
C3H5ClO | ωB97M-V/def2-TZVPD

Output
* F_max: 8.807 eV Å⁻¹
* HOMO-LUMO gap: 10.4888 eV
* lowest unoccupied orbital energy: 0.9 eV
* total charge: 0

Each line ends with the Löwdin charge.
Positions of all 10 atoms, in Å:
1 C -0.656 0.036 0.406  -0.801
2 C 0.363 0.969 -0.170  -0.153
3 C 0.224 -0.995 -0.080  -0.338
4 H -0.959 0.165 1.273  0.012
5 H 0.089 1.885 -0.972  0.167
6 H 1.081 1.626 0.554  0.152
7 H 0.631 -1.511 0.757  0.105
8 H 0.084 -1.932 -0.719  0.155
9 O 1.197 -0.195 -0.651  -0.095
10 Cl -2.053 -0.048 -0.397  0.797

Record 5
C3H5ClO | ωB97M-V/def2-TZVPD

Output
* F_max: 1.422 eV Å⁻¹
* HOMO-LUMO gap: 9.7063 eV
* structure (SMILES): ClC1=CC1.O
* lowest unoccupied orbital energy: 0.7 eV
* total charge: 0

Each line ends with the Löwdin charge.
Positions of all 10 atoms, in Å:
1 Cl 2.912 1.448 0.283  0.682
2 C 1.655 0.369 0.019  -0.748
3 C 0.786 -0.194 -0.763  -0.044
4 C 0.773 -0.634 0.687  -0.147
5 H 0.322 -0.305 -1.709  0.086
6 H -0.023 -0.292 1.336  0.066
7 H 1.168 -1.608 0.954  0.073
8 O -2.154 0.372 -0.226  -0.046
9 H -2.829 0.010 0.351  0.040
10 H -2.610 0.834 -0.932  0.039

Record 6
C3H5ClO | ωB97M-V/def2-TZVPD

Output
* F_max: 3.629 eV Å⁻¹
* HOMO-LUMO gap: 10.6552 eV
* structure (SMILES): O=CCCCl
* lowest unoccupied orbital energy: 0.4 eV
* total charge: 0

Each line ends with the Löwdin charge.
Positions of all 10 atoms, in Å:
1 O -0.541 1.925 -0.797  0.054
2 C -0.335 1.423 0.285  -0.237
3 C -0.421 -0.082 0.440  -0.264
4 C 0.316 -0.877 -0.590  -0.477
5 Cl 1.660 -1.744 0.364  0.486
6 H 0.369 1.878 1.003  0.127
7 H -1.397 -0.250 0.213  0.081
8 H -0.162 -0.434 1.445  0.092
9 H 0.736 -0.182 -1.332  0.088
10 H -0.225 -1.657 -1.032  0.051

Here are the calculated relative energy (zero: lowest compared OMol25 entry of this formula, charge and spin) numbers, same order: 257.4, 303.5, 143.6, 358.9, 252.2, 93.3 (kJ/mol).